[1]
Computed, not measured: a 2-piece molecular cluster, C2HN2O2 overall at a distorted geometry, with ωB97M-V/def2-TZVPD.

```
7
Properties=species:S:1:pos:R:3:forces:R:3
O -0.898 0.001 -2.035 -1.4 -1.0 -1.4
O 0.337 1.620 -1.237 -0.4 -0.2 -0.7
N 0.965 0.259 2.219 0.4 0.1 1.2
N -0.185 0.444 -1.173 1.8 2.8 1.3
C 0.618 0.078 1.126 0.1 0.9 0.8
C 0.240 -0.179 -0.105 -0.4 -2.7 -1.0
H -1.077 -2.223 1.205 0.1 0.1 -0.2
```
Forces are in eV/Å.

charge = -1
frontier orbital gap (spin up / spin down) = 7.3 / 7.3 eV
LUMO (spin up / spin down) = 3.08 / 3.44 eV
relative energy (zero: lowest compared OMol25 entry of this formula, charge and spin) = 7.767 eV
M = 85.04 Da

[2]
Computed, not measured: a 2-piece molecular cluster, C2HN2O2S2 overall at a distorted geometry, with ωB97M-V/def2-TZVPD.

```
9
Properties=species:S:1:pos:R:3:forces:R:3
S 0.334 0.715 -1.147 0.1 -0.5 0.9
S -0.896 -0.836 -0.580 0.2 0.0 -0.5
O -3.068 -1.772 0.686 -0.6 -0.3 0.5
O -3.224 0.518 0.867 -0.5 1.9 0.5
N 3.790 0.580 -1.100 0.4 0.2 -0.1
N 2.808 0.535 -0.529 1.6 -0.4 -0.3
C 1.681 0.384 0.011 -1.8 1.0 -0.8
C -3.003 -0.603 0.724 0.5 -1.7 -0.7
H 1.578 0.479 1.068 0.0 -0.1 0.5
```
Forces are in eV/Å.

charge = -1
frontier orbital gap = 6.6 eV
LUMO = 3.68 eV
relative energy (zero: lowest compared OMol25 entry of this formula, charge and spin) = 0.000 eV
M = 149.18 Da